156
Properties=species:S:1:pos:R:3:forces:R:3:mulliken_charge:R:1 method="wB97M-V/def2-TZVPD" homo_ev=-8.7 largest_force_ev_per_a=5.65 spin_multiplicity=1 e_lumo_ev=0.01 charge=0 gap_ha=0.3214
C -0.813969 -0.280367 1.092441 1.20 -0.36 1.14 -0.290
O -0.554445 -1.095149 1.970920 -0.35 -0.24 -0.01 -0.572
N 0.144947 0.200555 0.281136 -0.17 1.20 -1.18 1.835
C -0.149104 1.236277 -0.697261 -0.99 -0.04 -1.04 3.354
C 1.562165 -0.142840 0.374721 -0.06 0.10 1.04 -0.910
H -1.816137 0.164492 1.028046 0.09 0.03 -0.60 0.242
H -1.177586 1.611437 -0.674949 -0.10 -0.67 0.47 -2.002
H -0.068253 0.769585 -1.685494 0.29 0.32 -0.13 -1.033
H 0.450966 2.147169 -0.636349 0.25 -0.98 -0.03 -0.953
H 2.125923 -0.170870 -0.557622 -0.71 -0.06 -0.44 0.107
H 2.036010 0.661509 0.944872 0.24 -0.36 0.05 0.029
H 1.673049 -1.094557 0.887047 -0.05 0.03 0.00 -0.255
C 1.012156 3.656942 -4.159831 0.51 0.16 -0.40 -0.135
O 0.249950 3.801815 -5.096427 -0.40 -0.06 0.16 -0.562
N 1.471162 2.468249 -3.705594 -0.12 -0.31 0.08 0.543
C 2.702604 2.427103 -2.956160 1.76 -0.08 -0.92 -0.891
C 1.088462 1.285403 -4.456348 -0.76 0.22 0.16 -0.457
H 1.468518 4.520814 -3.656379 -0.09 0.03 0.27 0.416
H 3.549801 2.495446 -3.659703 -0.06 0.22 -0.06 0.500
H 2.934191 1.463420 -2.503166 -0.83 0.01 0.48 0.024
H 2.857191 3.248289 -2.262797 -0.49 -0.10 0.23 0.235
H 1.056739 0.418769 -3.798542 0.20 -0.07 -0.01 -0.066
H 0.074292 1.485116 -4.790698 0.04 -0.25 -0.17 -0.142
H 1.673867 1.089691 -5.356759 0.39 0.09 0.15 0.538
C -2.958761 4.976192 2.309825 0.96 -0.47 -0.60 -0.024
O -2.903511 6.119535 1.913642 -0.15 0.67 -0.03 -0.603
N -2.830973 3.908525 1.481921 -0.80 -0.05 0.45 0.510
C -3.005848 2.542216 1.958560 2.46 1.66 2.80 -0.026
C -2.550731 4.107500 0.094740 0.02 0.77 -1.16 -0.582
H -2.947504 4.706982 3.374910 -0.45 -0.08 0.07 0.366
H -2.014678 2.124476 2.167413 0.18 -0.06 0.27 -0.297
H -3.517080 1.833068 1.307304 1.77 2.18 1.32 -0.445
H -3.558892 2.543005 2.897750 0.05 0.20 0.17 0.541
H -3.342196 4.521267 -0.547043 -0.68 -0.53 0.44 0.377
H -1.839037 4.917311 -0.107479 0.55 -0.36 0.56 0.233
H -2.220340 3.157831 -0.322354 0.05 0.22 -0.08 -0.120
C -2.214022 -0.347298 -4.875499 1.35 0.90 -0.26 -0.131
O -1.660113 -0.821717 -3.895949 -0.60 -0.86 0.27 -0.351
N -2.450793 0.965119 -4.963951 -0.16 0.76 -1.35 0.334
C -2.786483 1.667362 -6.217919 0.28 0.21 1.18 -0.866
C -2.224639 1.798533 -3.822489 0.17 -0.31 2.06 -0.166
H -2.379821 -0.881267 -5.822792 -0.28 -0.22 0.14 0.314
H -3.634283 2.287547 -5.923889 -0.40 -0.16 -0.91 0.335
H -2.906224 0.976377 -7.046950 -0.52 -0.04 0.12 0.272
H -1.989622 2.364240 -6.490538 0.18 -0.14 0.15 0.305
H -2.076662 2.862157 -3.982159 -0.08 -0.10 -0.75 0.457
H -3.023743 1.676467 -3.078875 -0.27 0.11 -0.24 0.419
H -1.363208 1.435979 -3.253704 0.07 0.07 -0.33 -0.724
C 4.426255 -5.767218 1.991622 -0.16 0.34 -0.18 0.197
O 4.050705 -6.897048 2.210847 -0.03 -0.20 0.00 -0.605
N 4.051256 -5.009905 0.930556 -1.23 0.69 0.41 -0.068
C 4.422737 -3.600198 0.776614 0.79 -1.17 0.52 -0.685
C 3.050069 -5.450806 -0.051774 2.38 -0.27 -0.57 -0.887
H 5.133755 -5.235237 2.650697 0.04 0.00 0.01 0.362
H 5.113607 -3.575599 -0.064693 -0.07 0.65 -0.12 0.462
H 4.916990 -3.294362 1.701242 0.21 0.09 -0.13 0.405
H 3.559522 -2.952910 0.639294 -0.06 -0.16 -0.34 -0.120
H 2.224240 -4.758135 -0.186055 -0.22 -0.12 0.46 0.131
H 3.676923 -5.359940 -0.946020 -0.79 -0.25 -0.59 0.425
H 2.833676 -6.504225 0.092778 -0.42 0.14 0.24 0.319
C -5.144856 1.662301 0.009208 -1.50 -0.89 -1.64 0.303
O -4.204502 1.162604 0.604749 -2.88 -3.58 -3.30 -0.508
N -6.431702 1.433122 0.301961 0.23 0.00 1.48 0.155
C -7.549312 1.718638 -0.559954 0.73 1.12 -1.48 -0.979
C -6.794090 0.589862 1.434179 -1.05 -0.87 0.03 -0.873
H -5.016024 2.213270 -0.937260 0.06 0.25 0.26 0.186
H -8.349012 2.252991 -0.052420 -0.14 -0.43 0.22 0.344
H -7.859095 0.847630 -1.140160 -0.31 -0.28 0.61 0.349
H -7.217887 2.406227 -1.348886 0.13 0.09 0.20 0.319
H -7.377120 -0.213499 0.976147 0.19 -0.34 0.30 0.368
H -6.006041 0.160031 2.043375 0.54 0.21 -0.59 0.114
H -7.476905 1.044109 2.158439 0.08 0.63 -0.34 0.368
C 6.283114 1.963430 -0.861914 0.14 0.12 -0.73 0.165
O 6.784493 2.715614 -1.675688 -0.06 0.15 0.35 -0.640
N 6.154232 0.636684 -1.042865 -0.60 -0.72 -0.16 0.118
C 5.277172 -0.128281 -0.171812 -0.53 0.64 0.21 -0.385
C 6.523707 -0.050196 -2.276138 0.19 -0.57 0.49 -0.928
H 5.861962 2.270343 0.106520 0.09 0.29 0.07 0.333
H 4.327386 -0.339385 -0.673219 0.15 -0.30 -0.19 0.122
H 4.989744 0.500148 0.672524 0.21 -0.04 0.15 -0.013
H 5.694131 -1.056496 0.215232 0.27 0.01 -0.20 0.337
H 6.927615 0.565174 -3.071859 0.06 0.46 0.37 0.332
H 7.260568 -0.795678 -1.969180 0.12 -0.11 -0.42 0.352
H 5.666088 -0.595984 -2.675313 -0.13 0.06 0.07 0.245
C 2.535730 -3.124280 5.083732 -0.02 0.09 1.54 0.063
O 2.956513 -2.417934 5.985741 0.21 0.35 -0.42 -0.609
N 2.477846 -2.782867 3.788140 0.23 0.46 -0.84 0.307
C 1.826979 -3.573657 2.792567 -0.78 -2.87 -0.41 0.124
C 2.879936 -1.468142 3.300393 0.40 0.04 0.77 -0.274
H 2.157589 -4.111127 5.384235 -0.19 -0.22 -0.80 0.410
H 0.956011 -3.156323 2.285388 0.25 0.74 0.12 -0.259
H 1.424263 -4.517634 3.187995 -0.21 0.46 0.89 0.539
H 2.466483 -4.103132 2.072375 0.26 1.21 -0.01 -0.523
H 3.477922 -1.614306 2.400534 -0.54 0.22 -0.34 -0.274
H 1.981683 -0.859323 3.202469 0.11 0.08 -0.60 0.190
H 3.552509 -0.922019 3.962340 -0.15 -0.42 0.52 0.401
C 1.961122 3.103432 5.210261 1.08 0.64 -0.10 0.054
O 2.832442 3.783114 5.723380 -0.27 -0.04 0.16 -0.606
N 2.022080 2.657997 3.942789 -0.86 -1.46 -1.45 0.160
C 0.934494 1.807699 3.432591 -0.70 1.05 0.78 -0.938
C 3.090594 2.884275 2.992569 0.28 1.52 1.55 0.089
H 1.038183 2.821342 5.738205 -0.04 -0.11 -0.04 0.387
H 0.724327 1.035132 4.170839 -0.07 -0.37 -0.44 0.598
H 1.106294 1.453710 2.421602 0.47 -0.31 0.32 -0.566
H 0.031403 2.424097 3.328897 -0.11 -0.11 0.14 0.784
H 3.632230 3.759308 3.369712 0.23 -0.41 0.26 0.695
H 3.811254 2.072386 2.910774 -0.17 -0.32 -0.14 0.201
H 2.711692 3.244094 2.035565 -0.32 -1.76 1.16 -1.276
C -1.555103 -3.847579 4.088452 0.42 -0.11 -0.78 0.235
O -0.996574 -4.837250 4.504247 -0.06 -0.20 0.41 -0.627
N -2.682866 -3.850281 3.328920 -0.12 -0.16 0.98 0.277
C -3.197780 -2.613471 2.829842 -0.11 1.04 -1.23 -1.067
C -3.504220 -5.032161 3.229949 0.21 -1.04 0.08 -0.977
H -1.115680 -2.843630 4.168546 -0.07 0.14 0.17 0.306
H -2.967489 -2.533985 1.759326 -0.29 -0.05 -0.08 0.291
H -2.719042 -1.718197 3.226919 0.29 -0.37 0.42 0.278
H -4.271057 -2.447203 2.948597 -0.06 -0.53 0.22 0.378
H -4.406690 -4.942228 3.836359 -0.33 0.24 -0.46 0.371
H -3.673004 -5.346717 2.197571 -0.51 0.56 -0.11 0.192
H -3.033009 -5.936605 3.621298 0.61 0.51 0.32 0.337
C 2.449080 -3.252152 -3.132461 0.55 1.15 1.00 -0.073
O 3.053216 -3.131971 -2.072265 -0.10 -0.32 -0.21 -0.463
N 1.164936 -2.928994 -3.299266 -1.06 0.05 -1.79 0.318
C 0.684555 -2.760469 -4.681422 0.40 0.43 -0.04 -0.756
C 0.274393 -2.427785 -2.252402 1.29 -0.76 0.54 -0.693
H 2.965612 -3.497616 -4.070017 -0.06 -0.36 -0.02 0.325
H -0.365221 -3.021811 -4.771374 -0.01 -0.01 0.09 0.249
H 1.260325 -3.316999 -5.420926 0.09 -0.45 0.39 0.374
H 0.829283 -1.723382 -4.997769 -0.38 0.13 0.13 0.177
H -0.741062 -2.468634 -2.621014 -0.05 0.03 0.17 0.258
H 0.468148 -3.073206 -1.393295 -0.46 -0.02 0.13 0.171
H 0.535288 -1.427833 -1.901639 -0.07 0.18 -0.37 0.038
C 1.287295 3.831502 0.543684 1.49 -0.24 -0.73 0.688
O 1.990557 2.865210 0.243604 -0.30 0.27 -0.07 -0.256
N 1.832360 5.000612 0.893464 -0.94 1.55 0.40 0.345
C 0.943981 6.090620 1.285382 -0.49 0.33 0.44 -0.751
C 3.236947 5.137479 1.236608 0.13 -0.83 0.34 -0.838
H 0.195107 3.784791 0.494435 -0.14 0.27 0.11 -0.507
H -0.079024 5.836552 1.013513 -0.04 -0.02 0.13 0.105
H 1.131905 7.079329 0.861107 0.50 -0.36 -0.58 0.326
H 0.985176 6.289431 2.360360 -0.02 -0.41 0.09 0.335
H 3.861903 5.630308 0.499920 -0.17 0.19 -0.14 0.374
H 3.307789 5.580869 2.232758 -0.01 0.56 -0.29 0.447
H 3.560958 4.116230 1.449358 0.94 1.15 -1.32 0.329
C -6.020443 -2.933134 -0.910845 -0.52 1.97 -0.56 -0.059
O -6.759311 -1.958857 -0.863569 0.00 0.00 0.12 -0.555
N -4.696463 -2.852135 -1.139287 1.02 -2.13 0.26 0.291
C -3.982360 -4.139183 -1.001777 -0.27 0.07 0.59 -0.963
C -3.903652 -1.692383 -1.427296 0.02 0.91 -1.70 -0.818
H -6.466445 -3.931378 -0.853596 0.49 -0.34 0.18 0.398
H -4.047601 -4.437082 0.047224 0.18 -0.25 -0.07 0.272
H -2.926822 -4.079494 -1.252083 -0.07 0.35 -0.15 0.176
H -4.436614 -4.919779 -1.611679 -0.03 0.06 -0.07 0.474
H -3.356351 -1.181628 -0.634864 -0.53 -0.16 0.51 0.269
H -3.142757 -1.908165 -2.185862 0.05 -0.61 0.25 0.240
H -4.498493 -0.992184 -2.020188 -0.31 0.31 0.67 0.275